DFT (wB97M-V/def2-TZVPD) results for C49H76CsN7OPSSi4 as an isolated structure at a distorted geometry.

Computed properties:
Charge = -1
Gap between HOMO and LUMO = 0.1783 hartree
Lowest unoccupied orbital energy = 1.6 eV
Electronic energy = -4289.2106 Ha

```
140
Properties=species:S:1:pos:R:3:forces:R:3
Cs -0.375052 0.754303 0.147723 -1.5 0.9 1.6
C 1.222779 6.320128 -1.112622 0.0 -0.1 0.0
Si 0.345586 4.626031 -0.971532 0.2 -0.3 0.3
C -1.498325 5.055648 -0.776659 0.1 -0.1 0.0
C 0.478651 3.862222 -2.725022 0.0 0.0 0.1
C 0.995682 3.500177 0.326480 0.4 0.5 0.3
Si 2.756011 2.943651 0.181271 -0.2 0.2 0.0
C 3.971581 3.964840 1.239202 -0.1 -0.1 0.0
C 3.097199 1.133466 0.684933 -0.1 0.3 0.0
C 3.491526 3.075306 -1.575650 -0.2 0.0 0.0
Si 0.451226 3.797344 2.061642 0.2 0.0 -0.4
C 1.076423 5.402596 2.890803 -0.1 -0.1 -0.1
C 0.795858 2.433020 3.344248 0.2 0.1 -0.3
C -1.458831 3.889249 2.179076 0.1 0.3 0.1
C -2.139519 5.003521 2.676173 -0.1 0.0 0.0
C -3.516613 4.978264 2.807293 0.0 -0.1 0.0
C -4.196360 3.824008 2.444119 0.0 0.1 0.0
C -3.451197 2.755010 1.973417 0.0 0.0 0.0
N -2.128889 2.776541 1.836853 -0.2 0.0 0.1
H 0.880648 6.913842 -1.966722 0.0 0.0 0.0
H 2.301779 6.170839 -1.218326 0.0 0.0 0.0
H 1.069241 6.913777 -0.206756 0.0 0.0 0.0
H -1.858907 5.671121 -1.606512 0.1 0.0 -0.1
H -1.679891 5.604452 0.147620 -0.1 0.0 0.0
H -2.106337 4.145437 -0.740948 0.0 0.0 0.0
H -0.483616 3.878848 -3.246408 0.0 0.1 0.0
H 0.817177 2.824525 -2.673574 0.0 0.0 0.0
H 1.198465 4.416172 -3.333910 0.0 0.0 0.0
H 3.830338 3.742703 2.301602 0.0 0.0 0.0
H 3.807791 5.036101 1.095752 0.0 0.0 0.0
H 5.013870 3.742626 0.990125 0.0 -0.1 0.0
H 2.977493 0.971529 1.757743 0.0 -0.1 -0.1
H 4.126682 0.857056 0.433993 0.0 0.1 0.0
H 2.438770 0.423547 0.183293 0.1 -0.1 -0.1
H 3.342146 4.069224 -2.006145 0.0 0.0 0.0
H 3.045248 2.349121 -2.262274 0.0 0.0 0.0
H 4.567654 2.884189 -1.535690 0.0 0.0 0.0
H 2.163431 5.336591 2.978200 0.0 0.0 0.0
H 0.676079 5.553475 3.898284 0.0 -0.1 0.0
H 0.854179 6.292047 2.292823 0.0 0.0 0.0
H 1.399968 2.832873 4.161765 0.0 0.0 0.0
H 1.335954 1.580403 2.934734 0.1 -0.1 0.1
H -0.125751 2.036156 3.774375 0.0 0.1 0.0
H -1.572617 5.884435 2.951735 0.0 0.0 0.0
H -4.056560 5.834843 3.194283 0.0 0.0 0.0
H -5.273399 3.754525 2.528576 0.0 0.0 0.0
H -3.943347 1.823342 1.705901 0.0 0.0 0.0
C 4.248928 0.685313 4.387574 0.0 -0.1 0.0
Si 3.529956 -1.071406 4.455910 0.2 0.1 0.3
C 4.875934 -2.240442 3.744468 -0.2 0.1 -0.1
C 3.444514 -1.488587 6.321906 -0.1 0.0 -0.2
N 2.029964 -1.114016 3.689456 -0.1 -0.1 0.0
C 1.180592 -2.148656 3.649052 0.4 0.4 -0.2
C 1.489567 -3.474677 4.087866 -0.1 -0.1 0.0
C 0.583693 -4.513823 4.007900 0.0 0.0 0.0
C -0.693549 -4.321016 3.484893 -0.2 -0.1 0.0
C -1.030930 -3.042491 3.044815 0.0 0.0 0.0
C -0.135684 -1.991519 3.118842 -0.2 -0.3 -0.1
H 5.331298 0.668337 4.228327 0.0 0.0 0.0
H 4.061229 1.207667 5.329511 0.0 0.0 0.0
H 3.808724 1.282504 3.589415 0.0 0.0 0.0
H 5.885199 -1.841278 3.878294 0.0 0.0 0.0
H 4.711121 -2.382330 2.672106 0.0 0.0 0.0
H 4.845368 -3.227790 4.213762 0.0 0.0 0.0
H 4.291694 -1.081579 6.881552 0.0 0.0 0.0
H 3.409831 -2.567299 6.497381 0.0 0.0 0.0
H 2.528632 -1.057710 6.736163 0.0 0.0 0.0
H 2.476913 -3.653479 4.500277 0.0 -0.1 0.0
H 0.871307 -5.499708 4.362104 0.0 0.0 0.0
H -1.405074 -5.137970 3.435409 0.0 0.0 0.0
H -2.024559 -2.865420 2.637505 0.0 0.1 0.0
H -0.443228 -1.017479 2.758124 0.1 0.1 0.1
S -3.939148 3.269174 -4.449699 0.1 -0.1 0.1
C -2.799386 2.055452 -3.920285 -0.2 0.3 -0.1
N -3.064073 1.476826 -2.809183 0.4 -0.3 0.1
C -4.229897 1.963301 -2.258332 -0.4 0.4 -0.1
C -4.781394 1.568011 -1.040921 0.1 -0.1 0.0
C -5.950329 2.163635 -0.615246 0.0 -0.1 0.0
C -6.584197 3.144583 -1.383244 0.0 0.1 -0.1
C -6.048946 3.557351 -2.589420 -0.1 0.0 0.1
C -4.869876 2.961273 -3.017543 0.3 -0.1 0.0
H -1.920487 1.848139 -4.516644 0.0 0.0 0.0
H -4.270855 0.811135 -0.458884 0.0 0.0 0.0
H -6.381058 1.870303 0.334139 0.0 0.0 0.0
H -7.501434 3.596436 -1.028048 0.0 0.0 0.0
H -6.524194 4.329209 -3.180709 0.0 0.0 0.0
N -3.056865 -1.497585 -0.215481 0.0 0.1 -0.1
C -3.760715 -2.378168 0.004365 0.3 0.3 0.0
C -4.606048 -3.481613 0.317163 -0.5 -0.6 0.1
C -5.992314 -3.363576 0.187265 0.2 0.1 -0.1
C -6.803246 -4.438620 0.496664 -0.1 -0.1 0.0
C -6.247607 -5.633414 0.936359 0.1 0.1 0.0
C -4.870051 -5.748697 1.070389 -0.1 -0.2 0.0
C -4.047537 -4.681440 0.765016 0.2 0.3 -0.1
H -6.413325 -2.427699 -0.155718 0.0 0.0 0.0
H -7.877135 -4.347159 0.398893 0.0 0.0 0.0
H -6.886848 -6.471953 1.178473 0.0 0.0 0.0
H -4.437821 -6.676102 1.422353 0.0 0.0 0.0
H -2.973370 -4.752412 0.881053 0.0 0.0 0.0
O 0.859751 -0.659475 -1.394372 1.0 -1.0 -1.3
P 1.156367 -1.837318 -2.235717 0.5 -1.0 -0.6
N 1.005570 -3.276988 -1.440622 0.0 0.4 0.0
C 0.009563 -3.441684 -0.367443 -0.1 0.0 0.0
C 0.225787 -4.877516 0.140311 0.1 0.0 -0.1
C 1.118297 -5.537284 -0.921037 0.0 0.1 0.1
C 1.965218 -4.372791 -1.423624 0.0 -0.1 0.0
N 0.161753 -1.924374 -3.566350 -0.1 0.2 0.4
C -0.517442 -3.119256 -4.041110 0.0 0.0 -0.1
C -1.025683 -2.673942 -5.408218 -0.1 0.1 0.1
C -1.469168 -1.224932 -5.153756 0.0 -0.1 0.0
C -0.548557 -0.720581 -4.025904 0.1 0.1 -0.1
N 2.689431 -1.848057 -2.860410 -0.2 0.2 0.1
C 3.054741 -2.099968 -4.247500 0.0 0.0 0.0
C 4.567768 -2.272320 -4.164608 0.0 0.1 0.1
C 4.967733 -1.230839 -3.112065 -0.1 -0.1 -0.1
C 3.802993 -1.239067 -2.113281 0.1 -0.1 0.1
H -0.996877 -3.289839 -0.770604 0.0 0.0 0.0
H 0.158110 -2.721092 0.439891 0.0 0.0 0.0
H -0.715788 -5.410419 0.270636 0.0 0.0 0.1
H 0.728491 -4.852115 1.107209 0.0 0.0 0.0
H 0.511277 -5.930335 -1.740868 0.0 0.0 0.0
H 1.725648 -6.346003 -0.515154 0.0 0.0 0.0
H 2.387360 -4.538109 -2.415837 0.0 0.0 0.0
H 2.788793 -4.182523 -0.723391 0.0 0.0 0.0
H -1.362115 -3.401926 -3.396541 0.0 0.0 0.0
H 0.172338 -3.963252 -4.091257 0.0 0.0 0.0
H -1.834925 -3.302637 -5.779847 0.0 0.0 0.0
H -0.204152 -2.697513 -6.127053 0.0 0.0 0.0
H -2.507539 -1.200386 -4.819628 0.0 0.0 0.0
H -1.389639 -0.612510 -6.051645 -0.1 0.0 0.0
H -1.129831 -0.262391 -3.222326 0.0 0.0 0.0
H 0.175758 0.018544 -4.381085 0.0 0.0 0.0
H 2.808348 -1.250060 -4.898514 -0.1 0.0 0.0
H 2.544280 -2.983892 -4.634719 0.0 0.0 0.0
H 5.057587 -2.114530 -5.125273 0.0 0.0 0.0
H 4.803250 -3.277606 -3.807624 0.0 0.0 0.0
H 5.055513 -0.246988 -3.575784 0.0 0.0 0.0
H 5.915349 -1.467370 -2.631230 0.0 0.1 0.0
H 3.550915 -0.233042 -1.776898 0.0 0.0 0.0
H 4.036217 -1.838272 -1.227425 0.0 0.0 0.0
```
Positions in Å, forces in eV/Å.